C5H16N3O | the ωB97M-V functional and the def2-TZVPD basis

Results
- Charge: 0
- Spin multiplicity: 2
- Expectation value of S²: 0.75
- Electronic energy: -11959.15541 eV
- Frontier orbital gap (alpha / beta): 4.8 / 9.4 eV
- Energy relative to the best compared isomer or geometry (same formula, charge and spin): 0.374 eV

Last column: Mulliken spin population.
Atoms and positions in Å:
C 2.30 -0.57 -0.27  0.00
C 1.77 0.63 0.47  0.00
C 0.29 0.73 0.86  0.02
C -0.81 0.12 -0.01  -0.04
N -1.04 1.00 -1.20  0.15
C -1.40 0.56 -2.44  0.72
N -1.78 -0.73 -2.68  0.12
N 2.17 -1.84 0.44  0.00
H 1.66 -0.75 -1.15  0.00
H 3.30 -0.30 -0.64  0.00
H 2.33 0.88 1.41  0.00
H 2.07 1.53 -0.19  0.00
H 0.09 1.78 1.22  0.00
H 0.34 -0.07 1.66  -0.01
H -0.52 -0.85 -0.45  0.01
H -1.74 0.03 0.57  0.02
H -0.68 1.92 -1.01  -0.02
H -1.36 1.14 -3.35  0.03
H -2.04 -1.05 -3.63  -0.01
H -2.09 -1.30 -1.88  0.00
H 1.57 -1.85 1.29  0.00
H 3.10 -2.19 0.70  0.00
H -2.93 0.56 2.75  0.00
H -2.23 0.54 4.17  0.00
O -2.37 0.07 3.35  0.00


C40H30FeN2 | the ωB97M-V functional and the def2-TZVPD basis

Results
- Charge: +1
- Spin multiplicity: 2
- Expectation value of S²: 0.83
- Electronic energy: -79326.58875 eV
- Frontier orbital gap (alpha / beta): 6.0 / 6.4 eV
- Energy relative to the best compared isomer or geometry (same formula, charge and spin): 0.310 eV

Last column: Mulliken spin population.
Atoms and positions in Å:
Fe -0.04 0.05 0.29  1.10
C -4.18 -0.46 1.76  0.00
C -3.08 -0.03 1.01  0.01
N -1.83 -0.27 1.37  0.03
C -1.62 -0.96 2.52  0.02
C -2.65 -1.42 3.34  -0.01
C -3.97 -1.15 2.93  0.00
C -2.33 -2.13 4.54  0.00
C -1.04 -2.36 4.88  0.00
C 0.03 -1.90 4.05  0.00
C 1.39 -2.11 4.36  0.00
C 2.34 -1.63 3.51  0.00
C 1.96 -0.97 2.34  0.00
N 0.69 -0.76 2.01  -0.03
C -0.26 -1.21 2.87  -0.02
H -5.18 -0.23 1.41  0.00
H -3.23 0.53 0.10  0.00
H -4.80 -1.49 3.53  0.00
H -3.14 -2.48 5.17  0.00
H -0.80 -2.90 5.78  0.00
H 1.66 -2.65 5.26  0.00
H 3.40 -1.76 3.70  0.00
H 2.71 -0.61 1.65  0.00
C -0.33 -5.30 0.32  0.01
C 1.02 -5.42 0.01  0.00
C 1.76 -4.31 -0.38  0.00
C 1.16 -3.05 -0.46  -0.01
C -0.21 -2.96 -0.16  0.01
C -0.94 -4.05 0.24  0.01
C 1.96 -1.86 -0.79  0.03
C 1.51 -0.63 -0.56  -0.10
C 2.26 0.63 -0.75  -0.03
C 1.95 1.63 0.18  0.02
C 2.34 2.95 -0.01  0.02
C 3.10 3.28 -1.12  -0.01
C 3.46 2.29 -2.03  0.01
C 3.02 0.99 -1.86  -0.02
H -0.89 -6.17 0.62  0.00
H 1.50 -6.39 0.06  0.00
H 2.81 -4.42 -0.62  0.00
H -0.68 -1.98 -0.28  0.01
H -2.00 -3.96 0.46  0.00
H 2.96 -2.04 -1.19  -0.01
H 1.46 1.40 1.13  -0.02
H 2.06 3.71 0.71  0.00
H 3.42 4.30 -1.27  0.00
H 4.05 2.55 -2.89  0.00
H 3.25 0.24 -2.61  0.00
C 1.50 1.25 -5.36  -0.01
C 1.19 -0.06 -5.02  0.00
C 0.44 -0.32 -3.88  -0.01
C 0.00 0.73 -3.08  0.02
C 0.31 2.05 -3.43  -0.01
C 1.05 2.30 -4.57  0.01
C -0.79 0.42 -1.87  -0.02
C -1.11 1.28 -0.90  -0.06
C -1.51 2.60 -0.56  0.02
C -1.17 3.19 0.67  0.02
C -1.62 4.46 0.98  -0.02
C -2.42 5.15 0.08  0.03
C -2.78 4.57 -1.13  -0.01
C -2.33 3.31 -1.45  0.03
H 2.08 1.46 -6.25  0.00
H 1.54 -0.87 -5.64  0.00
H 0.21 -1.34 -3.61  0.00
H -0.01 2.87 -2.80  0.00
H 1.29 3.32 -4.84  0.00
H -1.16 -0.61 -1.84  0.01
H -0.57 2.65 1.39  0.00
H -1.35 4.90 1.92  0.00
H -2.77 6.15 0.33  0.00
H -3.41 5.11 -1.83  0.00
H -2.61 2.86 -2.40  0.00


C4H6N2O | the ωB97M-V functional and the def2-TZVPD basis

Results
- Charge: 0
- Structure (SMILES): O=C[C@@H]1CC=NN1
- Electronic energy: -9271.33236 eV
- Frontier orbital gap: 9.6 eV
- Energy relative to the best compared isomer or geometry (same formula, charge and spin): 2.169 eV

Last column: Mulliken charge in e.
Atoms and positions in Å:
C -1.64 0.23 -0.25  -0.05
C -0.40 0.15 0.63  0.09
C 0.78 0.86 0.04  -0.65
C 1.47 -0.27 -0.66  -0.07
H -1.92 1.21 -0.70  0.34
H -0.66 0.50 1.65  0.31
H 1.41 1.21 0.91  0.26
H 0.57 1.71 -0.65  0.33
H 2.30 -0.20 -1.37  0.40
H -0.69 -1.94 0.51  0.34
N 1.04 -1.43 -0.31  -0.50
N 0.07 -1.27 0.69  -0.29
O -2.32 -0.75 -0.50  -0.50